{
  "formula": "C72H180N12O24",
  "method": "ωB97M-V/def2-TZVPD",
  "relative_energy_kcal_mol": 76.3,
  "species": ["H", "H", "H", "C", "O", "C", "C", "H", "H", "C", "H", "H", "H", "H", "O", "H", "H", "H", "H", "H", "H", "H", "H", "C", "H", "H", "H", "C", "C", "H", "H", "H", "H", "H", "H", "H", "N", "H", "H", "C", "N", "O", "H", "H", "C", "H", "H", "C", "N", "H", "H", "H", "H", "H", "H", "H", "H", "C", "O", "H", "C", "H", "O", "O", "H", "H", "H", "H", "H", "C", "H", "C", "H", "H", "H", "H", "H", "H", "H", "C", "H", "C", "H", "H", "C", "C", "H", "H", "C", "O", "H", "H", "H", "C", "C", "N", "H", "C", "H", "H", "H", "H", "H", "H", "H", "H", "H", "H", "C", "C", "H", "C", "H", "H", "H", "N", "H", "H", "H", "C", "H", "C", "C", "H", "H", "C", "H", "H", "C", "H", "H", "C", "C", "H", "H", "H", "H", "N", "H", "H", "H", "C", "C", "H", "C", "H", "H", "H", "H", "C", "O", "N", "C", "C", "H", "H", "C", "H", "H", "H", "C", "C", "O", "H", "H", "H", "O", "C", "H", "H", "H", "H", "H", "O", "C", "N", "H", "C", "C", "H", "C", "H", "H", "H", "H", "C", "C", "H", "H", "H", "C", "H", "H", "H", "C", "H", "H", "O", "C", "H", "C", "H", "O", "H", "C", "O", "C", "H", "O", "H", "H", "H", "C", "H", "H", "N", "C", "H", "H", "C", "H", "H", "O", "H", "H", "H", "H", "H", "H", "O", "C", "O", "H", "H", "C", "H", "H", "O", "H", "H", "H", "C", "H", "C", "H", "C", "C", "O", "H", "H", "H", "C", "H", "O", "H", "H", "H", "C", "C", "H", "C", "H", "H", "H", "H", "C", "O", "H", "N", "C", "C", "H", "H", "O", "N", "C", "H", "O", "H", "H", "H", "H", "H", "C", "N", "H", "H", "H"],
  "positions_angstrom": [[0.178, -16.427, -1.626], [5.491, -28.901, 0.708], [-5.087, -27.647, 4.548], [-0.117, -23.446, 2.271], [1.241, -26.608, 6.516], [-0.951, -29.123, -4.708], [16.082, -23.255, -4.453], [-2.443, -20.919, -0.220], [12.502, -24.674, -3.569], [4.800, -29.409, -2.895], [7.452, -25.152, 3.316], [4.986, -28.358, -3.144], [11.330, -24.449, 1.288], [2.667, -25.182, -4.095], [-5.604, -29.102, 5.851], [11.631, -26.888, -3.407], [14.542, -30.288, -2.753], [2.850, -23.720, 2.310], [4.651, -26.469, 0.583], [-2.399, -27.531, 1.817], [-1.458, -25.507, 2.360], [6.114, -24.458, -0.951], [6.405, -27.500, -0.958], [-2.023, -28.711, 0.168], [4.637, -23.563, 0.848], [6.825, -25.306, 0.439], [14.065, -24.020, -6.047], [9.595, -21.261, 5.170], [11.962, -27.127, -4.432], [0.050, -20.361, -1.529], [8.478, -27.379, 2.001], [8.714, -23.107, 0.500], [13.295, -23.613, -0.082], [0.809, -28.929, -2.542], [-1.742, -29.987, -6.543], [0.791, -22.743, -2.894], [-0.080, -28.029, -4.336], [0.973, -23.895, -1.599], [-0.107, -26.891, 8.142], [-4.782, -28.671, 4.779], [11.289, -22.983, -0.246], [-0.352, -30.096, 3.950], [1.341, -29.261, 3.022], [0.826, -25.938, -3.029], [-1.815, -18.903, -0.804], [0.434, -32.808, 4.683], [0.757, -28.051, -4.910], [0.168, -31.746, 4.673], [4.726, -28.416, 1.175], [-1.046, -29.087, 0.491], [3.993, -28.321, 3.181], [-2.052, -28.551, -0.912], [7.240, -23.549, 2.600], [8.134, -30.076, -2.326], [15.922, -22.216, -4.140], [1.129, -25.285, 3.349], [-3.710, -31.345, 3.236], [9.596, -25.906, -10.692], [13.136, -28.943, -3.428], [-1.486, -28.259, -6.616], [1.589, -26.124, 2.810], [-0.863, -31.674, 5.017], [-0.578, -18.220, -0.951], [13.488, -21.131, -1.096], [10.958, -32.796, -7.227], [12.528, -30.974, -8.686], [-7.258, -28.048, 5.277], [3.680, -25.630, -2.652], [1.249, -29.632, -8.474], [3.162, -22.791, -1.654], [1.623, -26.917, 3.558], [6.453, -26.491, -1.386], [-0.974, -22.766, 2.196], [14.858, -20.281, 0.107], [6.507, -26.987, -6.354], [10.369, -24.930, -0.136], [9.336, -23.470, -9.893], [0.026, -22.354, 0.018], [-0.965, -27.241, 5.610], [-1.091, -27.906, 4.754], [9.719, -22.813, 1.916], [-3.127, -29.718, 0.463], [-1.354, -16.877, -2.270], [-0.074, -23.936, 3.250], [9.437, -32.067, -3.589], [2.379, -31.189, 5.222], [-1.201, -26.242, -0.577], [10.690, -26.000, -10.737], [9.899, -23.022, 6.716], [4.805, -22.033, 3.594], [5.160, -24.658, 2.111], [4.601, -20.361, 2.368], [3.403, -28.187, 7.453], [3.059, -24.605, 1.704], [7.155, -27.328, -5.539], [9.775, -24.503, -6.724], [6.185, -28.370, 4.211], [3.395, -27.794, 6.430], [9.017, -23.266, -5.238], [-2.421, -18.397, -0.046], [7.511, -25.072, -4.157], [9.008, -28.807, -3.171], [0.167, -31.384, 3.639], [-0.534, -30.092, -4.397], [-3.395, -27.974, 6.160], [8.927, -27.818, -1.187], [2.675, -29.042, -1.420], [9.322, -23.770, 7.257], [3.478, -21.750, 3.981], [0.945, -26.881, 7.866], [9.740, -26.393, -1.672], [12.545, -30.604, -7.659], [-7.613, -29.353, 6.346], [16.833, -23.579, -3.726], [6.003, -19.781, 4.404], [4.765, -25.534, 0.178], [-1.103, -23.039, -1.071], [6.587, -27.381, -4.607], [11.534, -22.289, 0.452], [12.543, -23.422, -0.865], [10.528, -23.511, 5.965], [6.105, -25.397, -0.386], [13.866, -23.882, -4.978], [4.205, -30.290, 5.533], [13.885, -26.542, -4.191], [9.162, -23.703, -7.768], [-7.233, -29.723, 4.670], [3.177, -23.729, -1.092], [0.865, -22.823, -1.800], [13.762, -33.189, -6.026], [0.818, -22.903, 2.133], [9.086, -29.833, -2.812], [12.741, -24.845, -4.631], [13.329, -33.094, -7.745], [8.785, -28.160, 3.540], [5.688, -29.962, -3.203], [10.583, -22.583, 7.454], [-2.246, -27.429, 0.820], [9.944, -24.613, -4.615], [-4.827, -29.327, 3.904], [2.605, -28.575, 0.882], [9.872, -32.780, -4.860], [-1.061, -29.189, -6.225], [-0.578, -27.816, -2.345], [3.201, -30.140, 5.942], [10.781, -24.154, -9.143], [-4.123, -29.298, 0.288], [5.714, -26.502, -2.190], [9.654, -33.832, -4.660], [3.612, -28.730, -0.948], [9.297, -30.689, -3.916], [-2.454, -28.139, 4.286], [-0.304, -22.291, -1.021], [9.684, -24.170, -9.125], [10.397, -20.639, 5.587], [9.312, -22.626, -7.714], [-3.348, -28.670, 5.320], [1.417, -27.834, 8.119], [-2.356, -18.890, -1.754], [3.156, -30.318, 7.023], [0.268, -29.298, -8.141], [8.811, -26.731, -1.205], [4.609, -29.578, -1.513], [4.065, -26.179, -4.290], [3.436, -20.850, 4.603], [12.406, -24.354, -1.409], [14.995, -24.116, -4.172], [11.650, -33.113, -6.434], [9.249, -26.933, -10.822], [7.319, -21.923, 4.179], [7.212, -24.899, -5.915], [11.105, -27.000, -5.100], [11.675, -34.206, -6.401], [0.232, -29.459, -6.744], [8.514, -20.339, 4.659], [11.287, -32.580, -5.149], [11.508, -30.638, -7.295], [13.120, -22.315, -1.748], [6.170, -28.256, 3.118], [-4.925, -30.775, 1.989], [0.315, -28.032, -2.936], [14.308, -30.298, -4.514], [15.071, -22.035, -0.038], [-3.042, -29.672, 5.629], [8.592, -23.864, 3.768], [4.819, -28.728, 2.595], [-0.764, -16.892, -1.338], [9.027, -19.578, 4.065], [3.805, -27.677, -1.163], [7.516, -28.327, -5.782], [1.259, -26.889, -2.691], [-2.966, -30.548, -0.241], [9.956, -29.931, -2.154], [-2.339, -28.890, 3.603], [14.797, -21.126, -0.580], [11.540, -31.612, -5.000], [6.230, -27.178, 2.922], [2.489, -27.130, -3.351], [5.369, -21.039, 2.755], [11.361, -29.210, -4.417], [13.104, -32.706, -6.743], [-0.521, -29.878, -8.630], [8.294, -26.500, -5.473], [4.003, -22.190, -1.303], [8.437, -28.344, 2.515], [13.339, -31.314, -6.736], [-1.534, -20.331, -0.390], [4.415, -27.575, 6.104], [9.016, -22.071, 6.181], [8.083, -23.922, -7.767], [4.742, -29.813, 2.779], [1.448, -26.708, -1.623], [-3.915, -31.151, 2.187], [-0.594, -29.698, 5.932], [12.699, -28.844, -5.464], [-0.756, -20.978, -1.451], [6.420, -20.208, 3.478], [2.816, -21.631, 3.117], [-1.055, -20.382, 0.601], [-1.239, -26.445, 0.495], [2.363, -24.683, 0.860], [3.137, -22.597, 4.576], [1.998, -22.023, -1.440], [13.040, -30.956, -3.477], [15.570, -20.936, -1.332], [-2.232, -24.548, 1.011], [11.911, -24.615, -5.297], [13.451, -22.880, -4.813], [9.327, -32.336, -5.703], [2.901, -25.828, 2.409], [7.964, -25.143, -5.148], [7.720, -26.267, -1.950], [2.824, -26.101, 5.262], [5.816, -21.532, 1.889], [10.680, -24.088, 0.477], [2.578, -31.197, 4.144], [-0.248, -28.769, 2.393], [1.006, -30.942, 5.466], [12.775, -29.541, -7.630], [3.908, -29.749, -3.433], [1.373, -26.121, 8.535], [3.547, -29.014, 0.548], [1.757, -28.697, 5.620], [9.422, -23.578, 1.187], [0.165, -28.271, -8.511], [-1.387, -25.175, 1.315], [3.248, -25.966, -3.600], [7.196, -29.007, 2.531], [13.922, -22.779, -2.340], [8.837, -26.274, -0.212], [9.229, -25.325, -11.541], [9.220, -24.330, -5.380], [0.360, -30.434, 2.106], [-2.972, -30.171, 1.782], [-3.734, -32.051, 1.587], [3.610, -30.100, 0.690], [9.172, -29.003, 2.055], [-6.966, -29.080, 5.513], [2.625, -26.502, 6.256], [2.636, -32.171, 5.640], [7.981, -24.270, 2.958], [0.788, -28.967, 5.235], [8.454, -32.417, -3.266], [10.212, -32.217, -2.830], [7.997, -19.849, 5.490], [0.324, -29.603, 2.806], [9.237, -25.477, -9.409], [16.405, -23.369, -5.486], [13.083, -26.247, -4.730], [-0.268, -29.178, 5.028], [12.265, -28.592, -4.486], [0.921, -26.410, 1.992], [10.067, -21.820, 4.356], [8.773, -24.652, 1.849], [2.763, -28.806, 5.576], [4.507, -24.584, 1.230], [-0.626, -27.367, 3.921], [-0.224, -24.376, 1.216], [-1.942, -28.953, -4.280], [3.334, -23.020, -2.713], [9.634, -25.477, -6.975], [-1.318, -16.255, -0.640], [6.713, -19.350, 2.869], [13.810, -30.177, -3.547], [7.578, -21.035, 3.768], [-0.262, -26.857, 0.807], [3.022, -25.718, 6.921], [12.427, -22.045, -2.550]]
}